# C37H35BBrCl51F20N3O4

18 unconnected molecules or ions with the total composition C37H35BBrCl51F20N3O4 at a distorted geometry (ωB97M-V/def2-TZVPD, the Open Molecules 2025 dataset).

Calculated values
Kohn-Sham gap in Ha: 0.26327
Calculated total energy in eV: -815283.3721
Net charge: +1
Molecular weight in g mol⁻¹: 2864.483

```
152
C37H35BBrCl51F20N3O4 ωB97M-V/def2-TZVPD
C -0.166 1.806 5.694
C -1.015 2.612 4.501
C -1.218 1.657 3.143
F -2.123 0.507 3.481
C -1.798 2.621 1.941
N -3.204 2.315 1.384
C -4.355 2.461 2.364
O -4.272 3.134 3.546
C -5.852 1.768 2.088
F -6.460 1.540 3.452
F -6.794 2.722 1.408
C -5.767 0.295 1.376
F -5.662 0.556 -0.108
F -4.616 -0.498 1.899
C -7.144 -0.614 1.643
F -7.113 -1.290 2.994
F -8.380 0.250 1.553
C -7.352 -1.818 0.547
O -6.416 -2.333 -0.257
O -8.714 -2.436 0.474
C -3.224 3.172 0.138
N -4.239 3.562 -0.705
B -4.040 4.484 -1.933
C -3.623 6.049 -1.579
O -4.166 4.015 -3.337
N -1.808 3.667 -0.217
C -0.736 3.114 0.746
Br 0.037 4.785 1.590
C 0.285 2.003 0.102
C 1.688 2.634 -0.482
C 2.260 1.923 -1.838
F 1.085 1.840 -2.786
F 3.205 2.874 -2.471
C 2.804 0.392 -1.674
F 2.932 -0.137 -3.086
F 1.788 -0.535 -1.045
C 4.289 0.216 -1.016
F 5.358 1.051 -1.682
F 4.700 -1.207 -1.320
C 4.414 0.521 0.584
F 3.152 0.452 1.354
F 4.870 1.959 0.692
C 5.648 -0.355 1.252
F 6.903 -0.328 0.411
F 6.028 0.399 2.506
C 5.250 -1.862 1.732
F 3.942 -2.369 1.267
F 5.394 -2.065 3.223
F 6.287 -2.783 1.131
H -0.854 1.049 6.265
H 0.162 2.640 6.461
H 0.810 1.332 5.245
H -0.327 3.546 4.231
H -2.026 3.059 4.886
H -0.167 1.189 2.933
H -1.929 3.655 2.524
H -9.407 -1.732 0.298
H -5.216 3.236 -0.539
H -2.702 6.147 -0.858
H -4.543 6.539 -1.010
H -3.427 6.710 -2.550
H -3.276 3.683 -3.690
H -1.410 3.266 -1.118
H -0.346 1.405 -0.710
H 0.611 1.174 0.897
H 2.445 2.718 0.406
H 1.427 3.759 -0.786
C -0.036 -2.011 2.126
Cl 1.714 -1.798 1.943
Cl -0.492 -1.964 3.837
Cl -0.912 -0.770 1.214
H -0.308 -2.990 1.724
C 3.004 -3.524 -4.361
Cl 2.474 -2.381 -3.116
Cl 1.802 -3.633 -5.658
Cl 4.581 -3.047 -5.013
H 3.105 -4.511 -3.902
C -1.889 6.819 4.368
Cl -1.162 8.430 4.247
Cl -2.655 6.365 2.836
Cl -0.670 5.619 4.833
H -2.659 6.846 5.144
C 0.564 -6.968 -3.564
Cl 2.314 -6.755 -3.748
Cl 0.108 -6.921 -1.853
Cl -0.312 -5.727 -4.476
H 0.292 -7.947 -3.967
C 3.649 -3.507 6.249
Cl 3.081 -1.891 6.702
Cl 4.784 -4.130 7.459
Cl 2.280 -4.615 6.052
H 4.172 -3.433 5.292
C -5.136 5.508 6.990
Cl -3.386 5.720 6.806
Cl -5.592 5.555 8.701
Cl -6.012 6.749 6.078
H -5.408 4.529 6.587
C 4.849 -8.585 -6.613
Cl 4.281 -6.969 -6.160
Cl 5.984 -9.208 -5.403
Cl 3.480 -9.693 -6.810
H 5.372 -8.511 -7.569
C -6.336 2.867 -6.301
Cl -4.586 3.080 -6.484
Cl -6.792 2.914 -4.589
Cl -7.212 4.108 -7.212
H -6.608 1.888 -6.703
C 8.611 0.367 -2.332
Cl 9.338 1.978 -2.452
Cl 7.845 -0.086 -3.864
Cl 9.830 -0.832 -1.867
H 7.841 0.394 -1.556
C 8.920 -10.954 -8.057
Cl 10.059 -11.260 -9.379
Cl 9.779 -10.824 -6.513
Cl 7.980 -9.485 -8.372
H 8.228 -11.799 -7.996
C -8.180 5.561 0.487
Cl -7.041 5.256 -0.835
Cl -7.321 5.691 2.031
Cl -9.120 7.030 0.172
H -8.872 4.717 0.548
C 9.065 -11.484 -13.171
Cl 9.893 -12.258 -14.533
Cl 8.666 -9.802 -13.560
Cl 7.602 -12.386 -12.739
H 9.739 -11.488 -12.311
C 6.910 -0.388 7.536
Cl 8.446 0.435 7.215
Cl 5.683 0.772 8.074
Cl 6.356 -1.256 6.094
H 7.070 -1.116 8.336
C -1.095 -1.478 -4.173
Cl -2.067 -1.339 -2.698
Cl -1.519 -2.952 -5.061
Cl -1.312 -0.050 -5.198
H -0.042 -1.540 -3.887
C 11.708 5.041 -1.831
Cl 10.529 4.732 -3.117
Cl 13.268 5.523 -2.520
Cl 11.107 6.284 -0.721
H 11.853 4.116 -1.266
C -8.778 4.016 10.946
Cl -9.767 4.363 9.518
Cl -7.880 2.504 10.728
Cl -7.667 5.357 11.275
H -9.442 3.901 11.806
C -12.449 -3.370 0.481
Cl -11.722 -1.759 0.360
Cl -13.215 -3.824 -1.051
Cl -11.231 -4.570 0.946
H -13.219 -3.344 1.256
```

Results of the Mulliken charge analysis, in e, for atoms 1 through 99: atom 1 (C): -0.90, atom 2 (C): -0.19, atom 3 (C): 0.44, atom 4 (F): -0.40, atom 5 (C): -0.17, atom 6 (N): 0.88, atom 7 (C): -0.17, atom 8 (O): -0.38, atom 9 (C): 0.50, atom 10 (F): -0.30, atom 11 (F): -0.19, atom 12 (C): 0.68, atom 13 (F): -0.29, atom 14 (F): -0.21, atom 15 (C): 0.89, atom 16 (F): -0.26, atom 17 (F): -0.29, atom 18 (C): 0.02, atom 19 (O): -0.41, atom 20 (O): -0.27, atom 21 (C): -0.74, atom 22 (N): 0.80, atom 23 (B): -0.09, atom 24 (C): -0.68, atom 25 (O): -0.25, atom 26 (N): 0.05, atom 27 (C): 0.26, atom 28 (Br): -0.05, atom 29 (C): 0.55, atom 30 (C): -0.92, atom 31 (C): 0.44, atom 32 (F): -0.27, atom 33 (F): -0.30, atom 34 (C): 0.36, atom 35 (F): -0.31, atom 36 (F): -0.01, atom 37 (C): 0.90, atom 38 (F): -0.28, atom 39 (F): -0.31, atom 40 (C): 0.38, atom 41 (F): -0.15, atom 42 (F): -0.31, atom 43 (C): 0.31, atom 44 (F): -0.19, atom 45 (F): -0.29, atom 46 (C): 0.61, atom 47 (F): -0.23, atom 48 (F): -0.17, atom 49 (F): -0.25, atom 50 (H): 0.26, atom 51 (H): 0.32, atom 52 (H): 0.20, atom 53 (H): -0.30, atom 54 (H): 0.32, atom 55 (H): -0.06, atom 56 (H): 0.17, atom 57 (H): 0.28, atom 58 (H): 0.19, atom 59 (H): 0.25, atom 60 (H): 0.25, atom 61 (H): 0.22, atom 62 (H): 0.26, atom 63 (H): 0.41, atom 64 (H): 0.27, atom 65 (H): -0.57, atom 66 (H): 0.30, atom 67 (H): 0.39, atom 68 (C): -0.38, atom 69 (Cl): 0.11, atom 70 (Cl): -0.08, atom 71 (Cl): 0.02, atom 72 (H): 0.48, atom 73 (C): 0.35, atom 74 (Cl): 0.04, atom 75 (Cl): -0.09, atom 76 (Cl): -0.14, atom 77 (H): -0.19, atom 78 (C): 0.27, atom 79 (Cl): -0.13, atom 80 (Cl): 0.01, atom 81 (Cl): -0.06, atom 82 (H): -0.06, atom 83 (C): -0.10, atom 84 (Cl): -0.10, atom 85 (Cl): -0.13, atom 86 (Cl): -0.05, atom 87 (H): 0.37, atom 88 (C): 0.31, atom 89 (Cl): -0.08, atom 90 (Cl): -0.11, atom 91 (Cl): -0.13, atom 92 (H): -0.01, atom 93 (C): 0.17, atom 94 (Cl): -0.13, atom 95 (Cl): -0.08, atom 96 (Cl): -0.14, atom 97 (H): 0.17, atom 98 (C): 0.12, atom 99 (Cl): -0.04

---

# C37H35ClN2O2

2 unconnected molecules or ions with the total composition C37H35ClN2O2 at a distorted geometry (ωB97M-V/def2-TZVPD, the Open Molecules 2025 dataset).

Calculated values
Kohn-Sham gap in Ha: 0.13472
Calculated total energy in eV: -58531.5144
Molecular weight in g mol⁻¹: 575.152

```
77
C37H35ClN2O2 ωB97M-V/def2-TZVPD
C -3.477 1.702 4.277
C -2.042 2.151 4.189
O -1.231 0.965 4.075
C 0.093 1.284 3.957
C 0.914 0.089 3.955
C 2.299 0.113 4.203
C 3.010 1.343 4.366
C 4.311 1.358 4.858
Cl 5.060 2.869 5.168
C 4.991 0.155 5.122
C 4.384 -1.064 4.774
C 3.075 -1.092 4.311
O 0.429 2.467 3.850
H -4.107 2.582 4.426
H -3.805 1.194 3.365
H -3.616 1.027 5.127
H -1.874 2.784 3.305
H -1.741 2.688 5.103
H 0.399 -0.863 4.019
H 2.491 2.266 4.139
H 5.976 0.185 5.574
H 4.946 -1.996 4.864
H 2.613 -2.037 4.009
C -4.514 3.695 -1.416
N -4.630 2.328 -0.906
C -5.613 1.537 -1.565
C -5.608 1.518 -2.970
C -6.624 0.877 -3.668
C -7.685 0.294 -2.963
C -7.671 0.268 -1.563
C -6.626 0.871 -0.859
C -3.458 1.730 -0.430
C -3.540 0.659 0.483
C -2.388 0.099 0.996
C -1.107 0.468 0.489
C 0.074 -0.213 0.906
C 1.134 -0.577 0.029
C 2.412 -0.934 0.561
C 3.467 -1.242 -0.260
C 3.258 -1.417 -1.643
N 4.371 -1.747 -2.438
C 5.347 -0.680 -2.634
C 4.344 -2.787 -3.400
C 4.075 -2.493 -4.742
C 4.103 -3.510 -5.694
C 4.476 -4.806 -5.324
C 4.748 -5.103 -3.985
C 4.661 -4.106 -3.018
C 1.987 -1.167 -2.202
C 0.971 -0.685 -1.396
C -1.047 1.522 -0.473
C -2.196 2.165 -0.889
H -3.894 4.276 -0.727
H -4.074 3.724 -2.425
H -5.514 4.134 -1.458
H -4.798 2.012 -3.508
H -6.596 0.847 -4.758
H -8.513 -0.163 -3.506
H -8.480 -0.213 -1.012
H -6.596 0.874 0.229
H -4.530 0.314 0.782
H -2.445 -0.684 1.754
H 0.111 -0.575 1.933
H 2.538 -0.939 1.644
H 4.474 -1.405 0.130
H 6.296 -1.108 -2.976
H 4.995 0.050 -3.382
H 5.499 -0.170 -1.678
H 3.817 -1.468 -5.021
H 3.845 -3.285 -6.729
H 4.530 -5.593 -6.076
H 5.035 -6.112 -3.690
H 4.852 -4.311 -1.964
H 1.834 -1.322 -3.273
H 0.012 -0.420 -1.851
H -0.079 1.836 -0.872
H -2.136 2.967 -1.627
```

Charge distribution, Mulliken scheme, values in e: atom 1 (C): -0.99, atom 2 (C): -0.21, atom 3 (O): -0.30, atom 4 (C): 0.68, atom 5 (C): -1.14, atom 6 (C): 0.80, atom 7 (C): -0.77, atom 8 (C): 0.20, atom 9 (Cl): -0.24, atom 10 (C): -0.47, atom 11 (C): -0.66, atom 12 (C): -0.39, atom 13 (O): -0.75, atom 14 (H): 0.40, atom 15 (H): 0.07, atom 16 (H): 0.31, atom 17 (H): 0.26, atom 18 (H): 0.38, atom 19 (H): 0.59, atom 20 (H): 0.66, atom 21 (H): 0.39, atom 22 (H): 0.36, atom 23 (H): 0.35, atom 24 (C): -1.34, atom 25 (N): 0.29, atom 26 (C): -0.13, atom 27 (C): 0.14, atom 28 (C): -0.77, atom 29 (C): -0.38, atom 30 (C): -0.68, atom 31 (C): -0.11, atom 32 (C): 1.31, atom 33 (C): -0.89, atom 34 (C): -0.62, atom 35 (C): 0.42, atom 36 (C): -0.23, atom 37 (C): -0.21, atom 38 (C): -0.77, atom 39 (C): -0.32, atom 40 (C): 0.42, atom 41 (N): 0.39, atom 42 (C): -1.01, atom 43 (C): -0.37, atom 44 (C): 0.12, atom 45 (C): -0.71, atom 46 (C): -0.36, atom 47 (C): -0.61, atom 48 (C): -0.20, atom 49 (C): -0.62, atom 50 (C): -0.70, atom 51 (C): -1.01, atom 52 (C): -0.19, atom 53 (H): 0.44, atom 54 (H): 0.44, atom 55 (H): 0.30, atom 56 (H): 0.31, atom 57 (H): 0.36, atom 58 (H): 0.37, atom 59 (H): 0.36, atom 60 (H): 0.41, atom 61 (H): 0.17, atom 62 (H): 0.35, atom 63 (H): 0.77, atom 64 (H): 0.11, atom 65 (H): 0.50, atom 66 (H): 0.30, atom 67 (H): 0.31, atom 68 (H): 0.40, atom 69 (H): 0.36, atom 70 (H): 0.35, atom 71 (H): 0.37, atom 72 (H): 0.36, atom 73 (H): 0.41, atom 74 (H): 0.41, atom 75 (H): 0.42, atom 76 (H): 0.64, atom 77 (H): 0.38

---

Which of these has the lowest calculated total energy?
C37H35BBrCl51F20N3O4